A structure of composition C18H14MnN2OS5Sb. Source: the Open Molecules 2025 dataset; level of theory: the ωB97M-V functional and the def2-TZVPD basis.

Positions of all 42 atoms, in Å:
Mn 0.8806 -0.5546 -0.0624
O 2.1407 -1.2025 1.1681
N 2.6323 -0.3350 2.0662
C 3.5310 -0.8142 2.9519
C 4.0652 0.0142 3.8978
C 3.6650 1.3523 3.9327
C 2.7470 1.8128 3.0190
C 2.2209 0.9470 2.0582
S 1.0880 1.4241 0.8375
H 3.7634 -1.8610 2.8303
H 4.7854 -0.3800 4.5985
H 4.0742 2.0235 4.6747
H 2.4135 2.8403 3.0158
S -2.9681 -0.4995 -4.0652
Sb -1.5200 -1.7945 -2.6968
S 0.1097 0.0426 -2.2070
S 1.7525 -1.1648 -1.9744
S -3.4276 -0.5533 -1.9920
N -0.4678 -1.5084 0.4140
C -1.5609 -2.0369 0.7727
C -1.8104 -3.4492 0.3884
C -0.7374 -4.3324 0.2625
C -0.9559 -5.6238 -0.1834
C -2.2403 -6.0344 -0.5218
C -3.3078 -5.1551 -0.4064
C -3.0992 -3.8639 0.0545
C -2.5606 -1.2466 1.5298
C -2.6844 0.1227 1.3029
C -3.6105 0.8585 2.0225
C -4.3975 0.2355 2.9818
C -4.2642 -1.1259 3.2212
C -3.3533 -1.8714 2.4920
H 0.2598 -4.0024 0.5253
H -0.1265 -6.3128 -0.2675
H -2.4085 -7.0432 -0.8742
H -4.3063 -5.4739 -0.6736
H -3.9298 -3.1745 0.1329
H -2.0729 0.5998 0.5484
H -3.7222 1.9174 1.8325
H -5.1199 0.8124 3.5436
H -4.8735 -1.6072 3.9740
H -3.2456 -2.9326 2.6750

Computed properties:
charge: +1
2S+1: 2
orbital gap (spin up / spin down): 6.582 / 7.048 eV
HOMO (spin up / spin down): -11.107 / -11.108 eV
DFT total energy: -4261.0449 hartree

natural (NBO) population analysis, charges in e, atoms 1 to 5: Mn 0.63; O -0.51; N 0.01; C 0.04; C -0.23